{
  "formula": "C7H32NO7",
  "method": "ωB97M-V/def2-TZVPD",
  "elements": ["O", "O", "O", "O", "O", "O", "O", "N", "C", "C", "C", "C", "C", "C", "C", "H", "H", "H", "H", "H", "H", "H", "H", "H", "H", "H", "H", "H", "H", "H", "H", "H", "H", "H", "H", "H", "H", "H", "H", "H", "H", "H", "H", "H", "H", "H", "H"],
  "xyz": [[14.00668, 23.45948, -11.50900], [14.13275, 19.87263, -10.92734], [14.98812, 22.65210, -8.96056], [14.69033, 25.20519, -7.01131], [11.22653, 20.16478, -12.28023], [10.82850, 23.89124, -10.00400], [11.39055, 20.58393, -7.68178], [12.22190, 21.70727, -10.16964], [14.80248, 22.85799, -12.53141], [13.52500, 25.10586, -4.92379], [9.62268, 24.16418, -9.46044], [8.96445, 25.21272, -10.37895], [12.64358, 24.05856, -7.04232], [13.85606, 24.39743, -6.24963], [8.87837, 22.79707, -9.22678], [9.89994, 24.54927, -8.47915], [8.54876, 22.45772, -10.20876], [7.98512, 25.50573, -10.00057], [8.94184, 24.85333, -11.40775], [7.92640, 23.03141, -8.75041], [12.99999, 23.94227, -8.06582], [15.75711, 23.36372, -12.67645], [14.68020, 19.08790, -10.90001], [14.40998, 25.11562, -4.28754], [15.04259, 21.82135, -12.29515], [9.53255, 26.14137, -10.43353], [13.22101, 21.81873, -10.07243], [11.93807, 24.88892, -7.01290], [14.51310, 23.54540, -6.07517], [12.08990, 23.19730, -6.66848], [11.81352, 21.14346, -10.90138], [10.38983, 20.43962, -12.65526], [11.71971, 22.58313, -10.19747], [11.86751, 20.34034, -12.96910], [9.41048, 22.06520, -8.61907], [11.96634, 21.30391, -9.27965], [12.00870, 20.04069, -7.19291], [14.80076, 23.36679, -8.35200], [14.84083, 23.03025, -9.82747], [10.82955, 20.97248, -7.01055], [13.17241, 26.13016, -5.04460], [13.85183, 19.93759, -11.84008], [14.35291, 22.81991, -13.52365], [15.40981, 25.38456, -6.40159], [11.20965, 24.70307, -10.34644], [12.83225, 24.45083, -4.39547], [13.74317, 24.29404, -11.90358]],
  "atomic_forces_ev_per_a": [[0.0751, -0.1307, -0.8869], [-0.0666, 0.2146, 0.0910], [-0.1453, -0.7162, 0.1089], [0.6322, 1.2083, -1.1346], [0.1030, 0.0031, 0.2145], [3.0976, -0.6951, -1.9829], [-0.0554, 0.0479, -0.1486], [-0.2010, -0.2680, 1.1213], [0.9039, -0.6341, -0.6130], [0.4150, -1.2222, 0.0578], [-1.9921, 0.0074, 1.5196], [-0.5182, -0.3205, 0.7966], [-0.4057, 0.2934, -0.4436], [0.0368, 0.0542, 1.7499], [-0.7383, 2.0643, -0.8324], [-0.9141, 0.5605, 0.3888], [0.4138, -0.6329, -0.0502], [-0.1497, -0.1473, -0.3220], [-0.4132, -0.2811, 0.0687], [0.0739, -0.0334, 0.3744], [-0.6203, -0.3540, -0.1129], [0.0340, 0.1884, 0.2723], [0.2263, -0.2457, 0.1071], [0.1595, 0.2118, -0.0032], [-0.1405, 0.1476, 0.5082], [0.3411, -0.0080, 0.3679], [0.4659, -0.0774, -0.7154], [0.0407, 0.2142, -0.1230], [-0.7033, -0.8552, 0.5843], [0.3328, -0.1795, -0.1405], [0.5737, -0.7693, -0.6549], [-0.4015, -0.0133, -0.1504], [-0.0176, 1.0083, 0.0777], [0.1058, -0.0452, -0.4085], [0.1590, 0.1503, -0.3529], [-0.4474, -0.5571, 0.6820], [0.2738, -0.2623, 0.0993], [0.2400, 0.4101, 0.2379], [0.1433, 0.4188, -0.3990], [-0.2257, 0.1168, 0.1883], [-0.2370, -0.2166, -0.1717], [-0.0136, -0.1715, -0.2132], [-0.5750, 0.2789, 0.0828], [0.4593, 0.4342, -0.3701], [0.1899, 0.0907, -0.0036], [-0.3786, 0.3898, 0.1755], [-0.1363, 0.3229, 0.3590]],
  "gap_ev": 9.9792,
  "de_lowest_kj_mol": 106.0,
  "homo_ev": -12.6,
  "charge": 1,
  "energy_ev": -23594.5910
}


{
  "formula": "C7H33NO9",
  "method": "ωB97M-V/def2-TZVPD",
  "elements": ["O", "O", "O", "O", "O", "O", "O", "O", "O", "N", "C", "C", "C", "C", "C", "C", "C", "H", "H", "H", "H", "H", "H", "H", "H", "H", "H", "H", "H", "H", "H", "H", "H", "H", "H", "H", "H", "H", "H", "H", "H", "H", "H", "H", "H", "H", "H", "H", "H", "H"],
  "xyz": [[-3.82790, -0.60817, 0.19941], [-0.08298, 0.46343, 4.80370], [1.01863, -3.69532, -3.21771], [-1.40752, 1.18955, 0.92109], [-0.90569, 2.36447, 3.04017], [0.91480, 4.01571, 1.47782], [4.42423, 1.50272, -0.31286], [0.00883, -1.72031, 3.15345], [1.71412, 1.60542, 1.25189], [-0.08877, 2.17172, -1.94560], [-0.41123, 0.01511, -3.05282], [1.42301, -1.62665, 0.57053], [0.63543, -1.18768, -0.61866], [-1.00212, 1.48734, -2.84881], [-1.12484, -1.10344, -2.30478], [-1.02292, -3.15222, -0.76844], [-0.44931, -1.83471, -1.14868], [-1.97628, -3.31951, -0.27035], [-0.02952, 2.54913, 2.67515], [0.44243, -3.92283, -2.48814], [0.95486, -2.38936, 1.15746], [-0.13041, 3.16356, -2.13771], [0.66579, 0.06221, -2.79479], [4.11515, 0.58809, -0.24083], [-1.09804, 2.06421, -3.77010], [2.02418, -0.88657, 1.09059], [2.26171, -2.28125, 0.13115], [0.29446, 4.70517, 1.72319], [1.30899, 3.53402, 2.20752], [-1.50134, -1.83393, -3.03971], [-3.04384, -0.95565, 0.65261], [1.02121, -2.73080, -3.28705], [-1.66667, 1.84353, 0.27325], [1.13483, -0.32553, -1.05013], [-0.77066, 1.79855, 3.82547], [1.22247, 1.95988, 0.49712], [-0.38648, -3.78749, -0.18326], [-3.48847, 0.29872, 0.09869], [-2.02455, 1.23041, -2.56371], [-0.40169, -0.21231, -4.11455], [-1.10420, -3.70340, -1.73134], [4.08673, 1.67448, -1.20378], [-0.27614, -1.03056, 2.53870], [-2.05947, -0.74885, -1.75675], [2.57293, 2.04571, 1.15179], [-0.68519, -0.30663, 4.86680], [-0.46430, -2.51360, 2.87507], [-1.26254, 1.49923, 1.91088], [0.73414, -0.04420, 4.71194], [-0.28588, 2.08861, -0.95484]],
  "atomic_forces_ev_per_a": [[1.1150, 0.3312, -0.0970], [-0.3388, -1.1997, 0.3086], [0.2549, 0.3011, -0.1512], [0.3645, -1.6510, 0.1306], [-0.1257, -0.0653, 0.4458], [-0.0976, 0.0800, -1.0882], [-0.7388, -0.5863, -0.5168], [-0.2737, -0.1596, -0.1408], [0.3800, -0.3422, -0.2328], [-0.3905, 0.9237, 0.1652], [0.6633, 1.1787, -0.4177], [0.7285, -1.4745, -1.9536], [3.2165, 0.0733, 3.0489], [0.7143, -2.3328, 0.0165], [-0.6278, -0.6699, 0.8536], [0.6542, -1.1378, -0.8385], [-2.1448, 0.8101, -2.1063], [-0.4610, 1.0593, -0.2158], [-0.1513, -0.0910, 0.1536], [0.1075, -0.0824, -0.0259], [-0.3696, 0.0845, 0.6790], [0.1924, 0.1514, 0.0628], [-0.6148, 0.0823, -0.1866], [0.3901, 0.0164, 0.5308], [0.3636, -0.3159, -0.0244], [-0.6163, 0.3874, 0.1437], [-0.6602, 0.6456, -0.1267], [0.2006, -0.0092, 0.6811], [-0.0437, 0.6697, 0.3104], [-0.1003, 0.0004, 0.4816], [-0.4381, -0.2463, 0.1451], [-0.0277, -0.2699, -0.0651], [-0.2104, 0.6200, 0.6950], [-0.8391, 0.1042, -0.4438], [0.3372, 0.0964, -0.0280], [-0.0805, 0.0160, 0.3118], [0.8760, 0.0453, 0.5062], [-0.5814, -0.0602, 0.0350], [-0.2579, 0.8733, 0.6647], [-0.2575, -0.2102, -0.1527], [-0.5314, 0.3301, 0.5085], [0.3225, 0.6304, 0.0196], [-0.0039, 0.0614, 0.1734], [0.5012, -0.1625, -0.5798], [0.1072, -0.2445, -0.0445], [-0.0198, 0.7537, 0.0429], [-0.0209, 0.0244, 0.2176], [-0.5519, 0.7756, -1.7013], [0.3172, 0.5043, -0.0681], [-0.2313, -0.3194, -0.1261]],
  "gap_ev": [9.2072, 5.2633],
  "de_lowest_kj_mol": 54.1,
  "homo_ev": [-13.0, -13.0],
  "s_squared": 0.7524,
  "charge": 1,
  "energy_ev": -27702.0386,
  "spin_multiplicity": 2
}